Record 1
# C28H21N8O4SSr

A structure of composition C28H21N8O4SSr (ωB97M-V/def2-TZVPD, the OMol25 dataset).

Its energy is -61165.36354 eV. As for the maximum force: 0.823 eV/Å. For the gap between HOMO and LUMO, the calculation gives 6.49 eV. Its energy relative to the best compared isomer or geometry (same formula, charge and spin) is 7.32 kJ/mol. As for the lowest unoccupied orbital energy: 2.4325 eV. Its net charge is -1.

Last column: Löwdin charge in e.
Cartesian coordinates (Å):
Sr (-0.576303, 0.410840, -0.393995)  1.473
O (-4.526649, -0.681108, 1.697161)  -0.024
C (-3.578262, -0.320729, 0.980358)  -0.497
N (-2.453565, -0.928658, 0.626183)  -0.023
C (-2.116018, -2.209576, 1.103501)  -0.216
C (-2.835079, -2.887438, 2.091704)  -0.032
C (-2.453280, -4.144906, 2.539313)  -0.122
C (-1.345871, -4.759419, 1.993878)  -0.126
C (-0.608389, -4.110617, 1.011499)  -0.056
C (-0.952405, -2.834813, 0.551770)  -0.227
N (-0.223428, -2.113239, -0.416260)  -0.018
C (0.810349, -2.657420, -1.045383)  -0.504
O (1.348230, -3.772103, -0.924638)  -0.032
C (1.466590, -1.758190, -2.104455)  -0.179
C (2.579290, -2.263102, -2.775441)  -0.008
C (3.182793, -1.499441, -3.754018)  -0.069
C (2.668022, -0.241425, -4.037134)  -0.074
C (1.574635, 0.192300, -3.310486)  -0.148
N (0.979551, -0.543998, -2.372237)  0.030
C (-3.755807, 1.094103, 0.393761)  -0.180
C (-4.773915, 1.882828, 0.927835)  -0.004
C (-4.984432, 3.150532, 0.427685)  -0.063
C (-4.180576, 3.608153, -0.608307)  -0.070
C (-3.191591, 2.764732, -1.077486)  -0.144
N (-2.973748, 1.539931, -0.593614)  0.016
H (-3.708359, -2.407708, 2.500998)  0.084
H (-3.038158, -4.635050, 3.309571)  0.087
H (-1.042176, -5.747716, 2.321420)  0.086
H (0.251745, -4.590102, 0.575146)  0.081
H (2.923135, -3.248369, -2.498104)  0.110
H (4.047337, -1.874788, -4.288213)  0.100
H (3.108318, 0.399169, -4.789071)  0.095
H (1.159762, 1.181711, -3.460315)  0.081
H (-5.367431, 1.457109, 1.722391)  0.112
H (-5.763952, 3.780214, 0.839371)  0.102
H (-4.304491, 4.592987, -1.037094)  0.097
H (-2.533294, 3.083415, -1.877422)  0.086
N (4.134666, -3.229498, 1.681659)  0.104
C (3.457064, -2.022661, 1.777570)  -0.313
C (4.138786, -0.818082, 1.559921)  -0.031
C (3.458360, 0.379653, 1.559076)  -0.063
C (2.085197, 0.398156, 1.781511)  -0.310
C (1.405493, -0.783353, 2.031133)  -0.067
C (2.089379, -1.990496, 2.031517)  -0.013
S (1.210141, 1.923822, 1.636687)  0.567
O (1.814189, 2.909058, 2.490068)  -0.300
O (-0.206588, 1.591608, 1.869472)  -0.432
N (1.362128, 2.126611, 0.055449)  -0.198
C (0.786289, 3.184890, -0.568544)  -0.504
N (0.357851, 2.919544, -1.835231)  0.079
C (-0.125384, 3.949471, -2.521173)  -0.178
C (-0.252267, 5.221536, -1.994127)  -0.081
C (0.128390, 5.358308, -0.663168)  -0.139
N (0.637994, 4.374288, 0.050598)  0.141
H (5.104443, -3.226819, 1.946516)  0.082
H (3.628098, -4.044148, 1.984989)  0.090
H (5.203094, -0.838093, 1.355015)  0.106
H (3.981665, 1.306834, 1.363794)  0.116
H (0.339038, -0.775388, 2.225618)  0.109
H (1.540091, -2.911497, 2.183900)  0.110
H (-0.448839, 3.732885, -3.536521)  0.108
H (-0.650432, 6.046551, -2.565760)  0.088
H (0.008576, 6.308710, -0.149842)  0.106

Cartesian forces (eV/Å) of the 3 atoms listed first:
-0.26 -0.50 -0.60
0.04 -0.10 0.01
-0.10 0.14 -0.07

***

Record 2
# C28H22BrN5O4Sn

A structure of composition C28H22BrN5O4Sn (ωB97M-V/def2-TZVPD, the OMol25 dataset).

Its energy is -120890.53439 eV. As for the maximum force: 0.915 eV/Å. For the gap between HOMO and LUMO, the calculation gives 4.30 eV. Its energy relative to the best compared isomer or geometry (same formula, charge and spin) is 0.00 kJ/mol. As for the lowest unoccupied orbital energy: -9.1651 eV. Its net charge is +2.

Last column: Löwdin charge in e.
Cartesian coordinates (Å):
Sn (0.580624, -1.721366, -1.153065)  1.383
O (0.534093, -0.912349, 1.490886)  -0.042
C (0.086025, -1.556329, 2.624502)  -0.232
C (0.720813, -1.357719, 3.840607)  0.013
C (0.196641, -1.926601, 4.990209)  -0.038
C (-0.960708, -2.693146, 4.936484)  -0.053
C (-1.574145, -2.906289, 3.715068)  -0.021
C (-1.046873, -2.375597, 2.540140)  -0.109
C (-1.694614, -2.706517, 1.188422)  -0.410
O (-0.933096, -2.988564, 0.207673)  -0.274
N (-2.458862, -1.286259, 1.052810)  0.148
N (-2.049107, -0.383329, 0.317569)  0.078
C (-2.685146, 0.854756, 0.431225)  -0.086
C (-2.205794, 1.935620, -0.232003)  -0.578
Br (-0.598139, 1.865055, -1.174493)  0.944
C (-3.023648, 3.128326, -0.116275)  0.044
C (-3.023711, 4.359101, -0.740080)  -0.176
C (-2.089436, 4.817337, -1.725643)  0.018
C (-2.277199, 6.029929, -2.327228)  -0.010
C (-3.373519, 6.827018, -1.969216)  0.043
C (-4.291644, 6.430600, -0.994380)  -0.011
C (-4.119520, 5.218927, -0.384527)  0.040
H (1.326269, -0.396369, 1.711556)  0.109
H (1.613889, -0.744145, 3.888758)  0.134
H (0.694618, -1.762542, 5.936202)  0.122
H (-1.364775, -3.134956, 5.835849)  0.117
H (-2.450139, -3.541871, 3.653947)  0.123
H (-2.560132, -3.374949, 1.359436)  0.160
H (-3.221949, -1.120028, 1.728122)  0.184
H (-3.565559, 0.929456, 1.065430)  0.140
H (-3.831903, 2.984223, 0.594978)  0.128
H (-1.235627, 4.215107, -1.986072)  0.051
H (-1.581129, 6.383401, -3.074222)  0.131
H (-3.506960, 7.783240, -2.460471)  0.137
H (-5.119218, 7.073230, -0.731292)  0.132
H (-4.817763, 4.884529, 0.372508)  0.134
O (3.558656, 1.218700, -0.627459)  0.124
C (2.951416, 0.349283, -1.201950)  -0.454
N (2.525450, -0.858156, -0.654504)  -0.057
C (3.081357, -1.329061, 0.512431)  -0.478
O (3.730604, -0.742090, 1.345371)  0.124
C (2.807331, -2.817064, 0.677656)  -0.188
C (3.552133, -3.575939, 1.556165)  0.032
C (3.281436, -4.933646, 1.647100)  -0.007
C (2.257779, -5.472162, 0.883525)  -0.015
C (1.526101, -4.636667, 0.058265)  -0.096
N (1.813667, -3.340038, -0.057510)  -0.027
C (2.619511, 0.481289, -2.668947)  -0.238
C (3.178278, 1.513903, -3.405556)  0.017
C (2.891475, 1.580442, -4.760068)  -0.028
C (2.052724, 0.626796, -5.317598)  -0.033
C (1.531068, -0.362719, -4.497708)  -0.120
N (1.816315, -0.440893, -3.200446)  -0.006
H (4.326256, -3.092728, 2.135176)  0.133
H (3.856999, -5.564539, 2.310997)  0.125
H (2.020731, -6.525287, 0.925995)  0.121
H (0.688543, -4.999823, -0.520634)  0.122
H (3.829967, 2.220101, -2.911067)  0.127
H (3.321733, 2.359345, -5.374909)  0.120
H (1.812083, 0.638077, -6.371132)  0.115
H (0.875729, -1.128055, -4.896607)  0.117

Cartesian forces (eV/Å) of the 3 atoms listed first:
0.05 -0.51 -0.31
-0.18 -0.06 0.13
-0.01 0.12 -0.04

***

Record 3
# C28H22Cl5N3O4S2W

A structure of composition C28H22Cl5N3O4S2W at a distorted geometry (ωB97M-V/def2-TZVPD, the OMol25 dataset).

Its energy is -128163.39614 eV. As for the maximum force: 3.728 eV/Å. For the gap between HOMO and LUMO (alpha / beta), the calculation gives 4.34 / 4.35 eV. Its energy relative to the best compared isomer or geometry (same formula, charge and spin) is 238.54 kJ/mol. As for the lowest unoccupied orbital energy (alpha / beta): 3.8832 / 3.8831 eV. Its net charge is -2.

Last column: Löwdin charge in e.
Cartesian coordinates (Å):
W (-2.546571, -0.129174, -0.655072)  1.079
C (4.461297, 0.322909, -0.045966)  -0.046
C (3.992663, -0.710196, 0.942839)  -0.219
C (4.891957, -1.373078, 1.763155)  -0.067
C (4.467250, -2.325961, 2.677193)  -0.106
C (3.117821, -2.633701, 2.761444)  -0.083
C (2.203513, -1.989821, 1.945840)  -0.010
C (2.632951, -1.023505, 1.040948)  -0.185
N (1.746285, -0.310153, 0.206046)  0.150
C (0.371190, -0.209276, 0.344434)  -0.338
N (-0.054561, -0.106263, 1.615559)  0.150
C (-1.364114, -0.014945, 2.196069)  -0.211
C (-2.525669, -0.121104, 1.428853)  -0.273
C (-3.764540, -0.076986, 2.109779)  -0.118
C (-3.808118, 0.068577, 3.482372)  -0.110
C (-2.627345, 0.157888, 4.219917)  -0.094
C (-1.400678, 0.103827, 3.590445)  -0.244
C (-0.129161, 0.174234, 4.405375)  -0.058
N (-0.390529, -0.146127, -0.711648)  -0.043
C (0.221096, -0.242467, -2.006162)  -0.314
C (0.239074, -1.489242, -2.628977)  -0.053
C (0.786159, -1.630899, -3.890146)  -0.070
C (1.327814, -0.528230, -4.535535)  -0.099
C (1.325627, 0.704795, -3.904885)  -0.066
C (0.774562, 0.870283, -2.638823)  -0.236
C (0.857691, 2.213944, -1.955556)  -0.020
H (5.524596, 0.522484, 0.080909)  0.070
H (3.922692, 1.263278, 0.086095)  0.077
H (4.307050, -0.012120, -1.075831)  0.086
H (5.947385, -1.136497, 1.689625)  0.101
H (5.185295, -2.830318, 3.310976)  0.091
H (2.770221, -3.387470, 3.455048)  0.104
H (1.159100, -2.266759, 1.993295)  0.129
H (2.049358, -0.259090, -0.756983)  0.123
H (0.691982, 0.122735, 2.249966)  0.110
H (-4.672933, -0.155563, 1.532925)  0.077
H (-4.764000, 0.105514, 3.994286)  0.087
H (-2.668088, 0.259646, 5.299376)  0.089
H (-0.357509, 0.244264, 5.467914)  0.068
H (0.471822, 1.053170, 4.142742)  0.078
H (0.488813, -0.717637, 4.261382)  0.071
H (-0.207238, -2.339602, -2.119162)  0.054
H (0.774832, -2.601409, -4.368206)  0.107
H (1.754369, -0.628525, -5.526646)  0.090
H (1.761409, 1.562695, -4.405123)  0.100
H (1.089473, 2.995271, -2.679662)  0.078
H (1.647453, 2.214562, -1.197288)  0.070
H (-0.076708, 2.481923, -1.462737)  0.060
Cl (-2.618299, -0.011536, -3.196450)  0.387
C (-2.581763, 1.795116, -2.192988)  -0.495
C (-2.539181, 2.014892, -0.866356)  -0.325
C (-2.519814, 3.289209, -0.356611)  -0.681
Cl (-2.446932, 3.526910, 1.376982)  0.645
C (-2.540166, 4.373281, -1.226175)  -0.709
Cl (-2.508007, 5.993924, -0.611247)  0.621
C (-2.581789, 4.143337, -2.598547)  -0.706
Cl (-2.602407, 5.489764, -3.690291)  0.618
C (-2.604140, 2.840502, -3.096580)  -0.692
Cl (-2.638501, 2.597772, -4.826591)  0.604
O (-4.268074, -0.095159, -0.659501)  -0.500
O (-0.430802, -4.498819, -1.351452)  -0.470
S (-1.769546, -4.585424, -0.758070)  0.076
O (-1.755745, -5.048777, 0.622151)  -0.453
O (-2.727862, -5.282690, -1.596747)  -0.441
S (-2.472037, -2.588167, -0.701903)  0.283

Cartesian forces (eV/Å) of the 3 atoms listed first:
-3.70 -0.01 -0.44
0.01 -0.03 0.08
0.13 0.13 -0.13

***

Record 4
# C28H22F2O3

A cluster of 3 separate species, C28H22F2O3 in total (ωB97M-V/def2-TZVPD, the OMol25 dataset).

Its energy is -40969.97586 eV. As for the maximum force: 0.832 eV/Å. The SMILES is CCOc1cccc2c1C(=O)c1ccccc1C2=O.Fc1ccccc1.Fc1ccccc1. For the gap between HOMO and LUMO, the calculation gives 8.67 eV. As for the lowest unoccupied orbital energy: -0.2434 eV.

Last column: Löwdin charge in e.
Cartesian coordinates (Å):
C (-0.007076, 3.278164, 2.988139)  -0.064
C (-1.125229, 2.857812, 2.044852)  -0.233
O (-0.608293, 1.944559, 1.077872)  -0.036
C (-1.103856, 0.681690, 1.107687)  -0.210
C (-1.314273, -0.037695, 2.280987)  0.010
C (-1.784110, -1.346487, 2.239886)  -0.039
C (-2.041400, -1.982962, 1.030249)  0.002
C (-1.815273, -1.272608, -0.140186)  -0.085
C (-1.362127, 0.051487, -0.113536)  -0.004
C (-1.171895, 0.731813, -1.431375)  -0.281
O (-1.499518, 1.864610, -1.649723)  0.150
C (-0.590013, -0.159052, -2.475787)  -0.085
C (0.336401, 0.302715, -3.399133)  0.007
C (0.864018, -0.600020, -4.315953)  -0.056
C (0.468849, -1.934812, -4.315345)  -0.054
C (-0.487650, -2.388726, -3.414321)  0.003
C (-1.012411, -1.492636, -2.492174)  -0.088
C (-2.019597, -1.901781, -1.474630)  -0.300
O (-2.920380, -2.659446, -1.716323)  0.139
H (0.478741, 2.389755, 3.385539)  0.072
H (0.738041, 3.806853, 2.400773)  0.077
H (-0.372685, 3.912545, 3.789493)  0.076
H (-1.455708, 3.743013, 1.503631)  0.123
H (-1.986805, 2.457044, 2.572890)  0.118
H (-1.098056, 0.404745, 3.243393)  0.115
H (-1.929515, -1.901220, 3.156429)  0.085
H (-2.403828, -2.996636, 0.963856)  0.120
H (0.643537, 1.336169, -3.407865)  0.120
H (1.591663, -0.269540, -5.039991)  0.079
H (0.900033, -2.633415, -5.017225)  0.106
H (-0.813625, -3.416538, -3.395527)  0.120
F (3.711140, -1.137072, -6.221697)  0.049
C (4.675805, -0.196750, -6.141762)  -0.285
C (5.995903, -0.584975, -6.246959)  -0.017
C (6.984983, 0.384393, -6.167309)  -0.083
C (6.644487, 1.716923, -5.977503)  -0.096
C (5.309953, 2.083191, -5.871250)  -0.081
C (4.312932, 1.122345, -5.957552)  -0.020
H (6.239164, -1.629564, -6.387988)  0.118
H (8.024282, 0.097582, -6.253686)  0.105
H (7.419294, 2.468989, -5.912889)  0.101
H (5.042342, 3.120262, -5.720397)  0.105
H (3.266897, 1.389269, -5.885241)  0.110
F (-2.659800, -2.609781, 4.965441)  0.036
C (-3.112888, -1.785815, 5.936612)  -0.284
C (-2.219188, -1.299500, 6.868666)  -0.018
C (-2.687604, -0.448808, 7.859625)  -0.083
C (-4.032103, -0.105949, 7.907725)  -0.096
C (-4.911802, -0.611065, 6.959768)  -0.081
C (-4.452245, -1.456126, 5.960116)  -0.014
H (-1.176991, -1.585544, 6.815726)  0.118
H (-2.000441, -0.053684, 8.595505)  0.105
H (-4.393646, 0.554943, 8.684014)  0.101
H (-5.960034, -0.347424, 6.997559)  0.106
H (-5.118397, -1.855241, 5.206890)  0.120

Cartesian forces (eV/Å) of the 3 atoms listed first:
-0.07 -0.43 -0.42
0.44 0.66 0.25
-0.36 -0.21 0.11